This record from OMol25 describes a cluster of 12 separate species, C30H90N18O12 in total at a distorted geometry. The level of theory is wB97M-V/def2-TZVPD.

- ΔE to the lowest compared entry with this formula, charge and spin (kcal/mol) = 133.3
- SMILES string = COC[C@H](C)N.COC[C@H](C)N.COC[C@H](C)N.COC[C@H](C)N.COC[C@H](C)N.COC[C@H](C)N.NC(N)=O.NC(N)=O.NC(N)=O.NC(N)=O.NC(N)=O.NC(N)=O
- E_tot (eV) = -83959.85373
- Kohn-Sham gap (eV) = 8.21
- LUMO level (eV) = 0.07

Last columns: bonded neighbours and bond lengths (Å).
Element x y z (Å)
1 C -11.829 -8.108 1.145  O2 1.187, N3 1.304, N4 1.330
2 O -11.856 -7.851 -0.014  C1 1.187
3 N -11.290 -9.138 1.737  C1 1.304, H5 1.010, H6 1.010
4 N -12.415 -7.420 2.120  C1 1.330, H7 1.010, H8 1.010
5 H -10.842 -9.808 1.128  N3 1.010
6 H -11.269 -9.118 2.746  N3 1.010
7 H -12.949 -6.592 1.896  N4 1.010
8 H -12.474 -7.774 3.064  N4 1.010
9 C -10.729 -10.733 -1.486  O10 1.217, N11 1.283, N12 1.313
10 O -10.494 -11.171 -0.375  C9 1.217
11 N -10.574 -9.560 -1.984  C9 1.283, H13 1.010, H14 1.010
12 N -11.219 -11.474 -2.452  C9 1.313, H15 1.010, H16 1.010
13 H -10.937 -9.493 -2.924  N11 1.010
14 H -10.639 -8.764 -1.366  N11 1.010
15 H -11.631 -11.106 -3.297  N12 1.010
16 H -11.353 -12.440 -2.188  N12 1.010
17 C -11.451 -14.551 -5.698  O18 1.233, N19 1.311, N20 1.337
18 O -10.480 -15.105 -6.218  C17 1.233
19 N -12.470 -13.918 -6.227  C17 1.311, H21 1.010, H22 1.010
20 N -11.583 -14.571 -4.368  C17 1.337, H23 1.010, H24 1.010
21 H -12.640 -13.929 -7.223  N19 1.010
22 H -13.192 -13.480 -5.673  N19 1.010
23 H -10.808 -14.841 -3.779  N20 1.010
24 H -12.429 -14.217 -3.943  N20 1.010
25 C -14.793 -13.469 -3.193  O26 1.227, N27 1.300, N28 1.268
26 O -13.876 -12.726 -3.528  C25 1.227
27 N -16.014 -13.489 -3.638  C25 1.300, H29 1.010, H30 1.010
28 N -14.714 -14.307 -2.244  C25 1.268, H31 1.010, H32 1.010
29 H -16.356 -12.851 -4.341  N27 1.010
30 H -16.715 -14.085 -3.220  N27 1.010
31 H -13.784 -14.538 -1.925  N28 1.010
32 H -15.537 -14.811 -1.947  N28 1.010
33 C -6.986 -10.966 -0.973  O34 1.190, N35 1.285, N36 1.273
34 O -7.472 -10.925 -2.058  C33 1.190
35 N -7.638 -10.981 0.135  C33 1.285, H37 1.010, H38 1.010
36 N -5.757 -10.888 -0.650  C33 1.273, H39 1.010, H40 1.010
37 H -8.629 -10.890 -0.039  N35 1.010
38 H -7.180 -10.731 1.000  N35 1.010
39 H -5.128 -10.768 -1.431  N36 1.010
40 H -5.321 -10.996 0.255  N36 1.010
41 C -11.034 -5.225 -2.640  O42 1.200, N43 1.287, N44 1.340
42 O -11.067 -4.449 -3.555  C41 1.200
43 N -12.009 -5.635 -1.907  C41 1.287, H45 1.010, H46 1.010
44 N -9.922 -5.660 -2.032  C41 1.340, H47 1.010, H48 1.010
45 H -12.871 -5.294 -2.308  N43 1.010
46 H -12.048 -6.161 -1.046  N43 1.010
47 H -10.144 -6.371 -1.351  N44 1.010
48 H -9.002 -5.343 -2.305  N44 1.010
49 C -9.440 -11.400 6.924  C50 1.526, H55 1.090, H56 1.090, H57 1.090
50 C -10.180 -11.706 5.624  C49 1.526, C51 1.574, N54 1.469, H58 1.090
51 C -9.765 -13.037 4.896  C50 1.574, O52 1.433, H59 1.090, H60 1.090
52 O -10.499 -13.214 3.678  C51 1.433, C53 1.412
53 C -9.847 -12.599 2.587  O52 1.412, H61 1.090, H62 1.090, H63 1.090
54 N -11.610 -11.784 5.954  C50 1.469, H64 1.010, H65 1.010
55 H -8.354 -11.318 6.879  C49 1.090
56 H -9.673 -12.168 7.662  C49 1.090
57 H -9.930 -10.486 7.259  C49 1.090
58 H -9.967 -10.917 4.903  C50 1.090
59 H -10.007 -13.790 5.646  C51 1.090
60 H -8.701 -12.930 4.682  C51 1.090
61 H -10.379 -12.642 1.637  C53 1.090
62 H -8.835 -13.000 2.535  C53 1.090
63 H -9.759 -11.525 2.753  C53 1.090
64 H -11.873 -12.482 6.636  N54 1.010
65 H -11.837 -12.396 5.183  N54 1.010
66 C -14.529 -10.748 -0.540  C67 1.551, H72 1.090, H73 1.090, H74 1.090
67 C -14.473 -9.454 -1.393  C66 1.551, C68 1.600, N71 1.413, H75 1.090
68 C -15.532 -9.521 -2.590  C67 1.600, O69 1.446, H76 1.090, H77 1.090
69 O -15.443 -8.242 -3.260  C68 1.446, C70 1.441
70 C -15.894 -8.177 -4.627  O69 1.441, H78 1.090, H79 1.090, H80 1.090
71 N -14.636 -8.315 -0.572  C67 1.413, H81 1.010, H82 1.010
72 H -15.573 -11.061 -0.571  C66 1.090
73 H -14.086 -10.503 0.425  C66 1.090
74 H -13.928 -11.575 -0.919  C66 1.090
75 H -13.545 -9.439 -1.965  C67 1.090
76 H -16.571 -9.664 -2.293  C68 1.090
77 H -15.242 -10.384 -3.189  C68 1.090
78 H -16.966 -8.374 -4.604  C70 1.090
79 H -15.387 -8.982 -5.160  C70 1.090
80 H -15.722 -7.242 -5.160  C70 1.090
81 H -13.736 -8.104 -0.167  N71 1.010
82 H -14.719 -7.564 -1.243  N71 1.010
83 C -4.815 -6.061 2.283  C84 1.526, H89 1.090, H90 1.090, H91 1.090
84 C -4.904 -6.439 0.808  C83 1.526, C85 1.555, N88 1.422, H92 1.090
85 C -6.052 -7.382 0.348  C84 1.555, O86 1.472, H93 1.090, H94 1.090
86 O -7.328 -6.820 0.821  C85 1.472, C87 1.401
87 C -8.427 -7.609 0.460  O86 1.401, H95 1.090, H96 1.090, H97 1.090
88 N -4.892 -5.239 0.046  C84 1.422, H98 1.010, H99 1.010
89 H -4.930 -6.979 2.858  C83 1.090
90 H -5.591 -5.406 2.678  C83 1.090
91 H -3.884 -5.563 2.555  C83 1.090
92 H -3.953 -6.840 0.456  C84 1.090
93 H -5.909 -8.424 0.636  C85 1.090
94 H -6.034 -7.590 -0.722  C85 1.090
95 H -8.630 -8.359 1.224  C87 1.090
96 H -8.137 -8.216 -0.398  C87 1.090
97 H -9.313 -6.994 0.299  C87 1.090
98 H -5.737 -4.724 0.248  N88 1.010
99 H -4.984 -5.380 -0.950  N88 1.010
100 C -8.314 -8.561 -4.169  C101 1.569, H106 1.090, H107 1.090, H108 1.090
101 C -9.203 -8.169 -5.400  C100 1.569, C102 1.515, N105 1.521, H109 1.090
102 C -10.685 -8.480 -5.452  C101 1.515, O103 1.438, H110 1.090, H111 1.090
103 O -10.935 -9.857 -5.125  C102 1.438, C104 1.409
104 C -12.303 -10.192 -5.173  O103 1.409, H112 1.090, H113 1.090, H114 1.090
105 N -8.979 -6.665 -5.390  C101 1.521, H115 1.010, H116 1.010
106 H -7.311 -8.161 -4.319  C100 1.090
107 H -8.202 -9.640 -4.069  C100 1.090
108 H -8.728 -8.236 -3.214  C100 1.090
109 H -8.639 -8.673 -6.185  C101 1.090
110 H -11.249 -8.174 -6.334  C102 1.090
111 H -11.096 -7.950 -4.593  C102 1.090
112 H -12.817 -9.786 -6.045  C104 1.090
113 H -12.857 -9.785 -4.328  C104 1.090
114 H -12.324 -11.281 -5.151  C104 1.090
115 H -8.006 -6.420 -5.271  N105 1.010
116 H -9.348 -6.228 -4.557  N105 1.010
117 C -7.906 -15.186 -0.443  C118 1.494, H123 1.090, H124 1.090, H125 1.090
118 C -9.202 -15.570 -1.081  C117 1.494, C119 1.518, N122 1.451, H126 1.090
119 C -9.871 -16.545 -0.128  C118 1.518, O120 1.436, H127 1.090, H128 1.090
120 O -8.977 -17.602 0.250  C119 1.436, C121 1.408
121 C -8.937 -18.611 -0.731  O120 1.408, H129 1.090, H130 1.090, H131 1.090
122 N -10.097 -14.452 -1.315  C118 1.451, H132 1.010, H133 1.010
123 H -7.266 -15.999 -0.103  C117 1.090
124 H -8.005 -14.583 0.459  C117 1.090
125 H -7.376 -14.537 -1.141  C117 1.090
126 H -8.927 -15.979 -2.053  C118 1.090
127 H -10.850 -16.908 -0.439  C119 1.090
128 H -10.144 -16.000 0.775  C119 1.090
129 H -8.026 -19.200 -0.625  C121 1.090
130 H -8.887 -18.237 -1.754  C121 1.090
131 H -9.764 -19.320 -0.723  C121 1.090
132 H -10.003 -13.782 -0.565  N122 1.010
133 H -9.621 -13.947 -2.048  N122 1.010
134 C -7.492 -11.947 -5.733  C135 1.545, H140 1.090, H141 1.090, H142 1.090
135 C -8.048 -13.169 -4.970  C134 1.545, C136 1.550, N139 1.466, H143 1.090
136 C -6.968 -14.195 -4.541  C135 1.550, O137 1.419, H144 1.090, H145 1.090
137 O -6.265 -14.531 -5.727  C136 1.419, C138 1.428
138 C -4.935 -15.017 -5.548  O137 1.428, H146 1.090, H147 1.090, H148 1.090
139 N -8.795 -12.717 -3.793  C135 1.466, H149 1.010, H150 1.010
140 H -6.826 -11.331 -5.128  C134 1.090
141 H -8.285 -11.311 -6.127  C134 1.090
142 H -6.992 -12.373 -6.603  C134 1.090
143 H -8.797 -13.694 -5.562  C135 1.090
144 H -7.414 -15.072 -4.072  C136 1.090
145 H -6.358 -13.641 -3.826  C136 1.090
146 H -4.310 -14.502 -4.818  C138 1.090
147 H -4.307 -14.917 -6.434  C138 1.090
148 H -4.857 -16.098 -5.436  C138 1.090
149 H -8.210 -12.152 -3.194  N139 1.010
150 H -9.637 -12.262 -4.116  N139 1.010